Computed, not measured: C29H24ClN3OPZr as an isolated structure at a distorted geometry, with the ωB97M-V functional and the def2-TZVPD basis.

Output
* Kohn-Sham gap: 4.997 eV
* max |F|: 0.0541 Eh/bohr
* charge: +3
* multiplicity: 1
* E: -2206.59056 Ha

Each line ends with the Löwdin charge.
Element x y z (Å)
1 H 1.733 -1.440 7.446  0.1176
2 C -4.389 -0.242 -4.023  -0.0268
3 C 0.060 -0.548 6.391  -0.1844
4 H 4.225 -1.412 -4.002  0.1295
5 C 0.942 -0.690 7.470  0.0283
6 C -3.355 -0.549 -4.915  -0.0320
7 C 0.783 0.128 8.594  0.0292
8 H -0.574 -2.070 -2.843  0.1046
9 C 1.505 4.581 -5.028  -0.0213
10 C -0.014 -0.980 0.126  -0.0503
11 H -1.610 0.547 5.550  0.1092
12 C 1.459 3.112 -3.103  -0.0932
13 C 0.524 2.288 -3.762  -0.3460
14 C 3.173 -1.555 -3.752  -0.0298
15 C 1.179 -2.358 5.028  0.0529
16 H -1.643 -0.950 4.189  0.1518
17 H -1.874 2.001 7.553  0.1418
18 C 1.947 4.252 -3.741  -0.0445
19 H 0.910 -4.031 -3.114  0.1172
20 H 1.451 0.017 9.449  0.1449
21 Cl 0.827 -4.885 0.849  0.1413
22 C -0.234 1.091 8.630  -0.1890
23 C -2.034 -0.232 -4.591  -0.0810
24 H 0.032 1.086 -1.552  0.0270
25 C 1.313 -3.027 -3.256  -0.0623
26 H 2.742 0.566 -3.713  0.1159
27 H -2.559 1.249 -1.550  0.1055
28 C 0.878 -2.988 3.869  -0.1021
29 C 2.660 -2.847 -3.586  -0.0262
30 H 1.793 2.852 -2.097  0.1077
31 O 0.985 -1.602 0.660  -0.2697
32 H -0.690 2.013 -5.537  0.1083
33 C 0.983 -0.622 -3.274  -0.3354
34 C 0.475 -1.923 -3.111  -0.1144
35 H 2.021 -2.492 5.687  0.1464
36 C -1.090 1.243 7.530  0.0217
37 C -0.725 -1.510 4.278  -0.0521
38 H -4.914 0.634 -2.116  0.1212
39 P -0.060 0.806 -2.933  1.1225
40 C -2.794 0.742 -2.487  -0.0845
41 H 1.344 -3.814 3.349  0.0841
42 H -3.571 -1.038 -5.864  0.1280
43 N -0.533 2.609 10.732  0.2173
44 N -0.361 -2.472 3.415  -0.1820
45 C -0.947 0.424 6.408  0.0102
46 H 2.677 4.885 -3.235  0.1240
47 C -0.400 1.927 9.789  -0.1374
48 H -1.224 -0.496 -5.276  0.1244
49 C 2.346 -0.445 -3.593  -0.0457
50 C 0.560 3.775 -5.673  -0.0322
51 H 0.210 4.036 -6.673  0.1273
52 N 0.175 -1.411 5.279  0.0462
53 C 0.057 2.636 -5.041  -0.0532
54 H 1.895 5.470 -5.526  0.1294
55 H 3.313 -3.715 -3.705  0.1287
56 H -5.419 -0.504 -4.273  0.1287
57 H 0.056 0.012 -0.508  0.0414
58 C -4.107 0.399 -2.811  -0.0528
59 Zr -0.363 -2.951 1.371  1.5708
60 C -1.750 0.419 -3.376  -0.3565

Forces on atoms 1 to 6 (eV/Å):
H -0.24 0.28 0.20
C 0.24 0.07 0.05
C 0.11 0.89 1.38
H -0.33 -0.04 0.05
C -0.29 0.18 0.02
C 0.14 0.13 0.15